Entry 1:
C28H49F12N8O14S4 | wB97M-V/def2-TZVPD

Results
net charge = +1
Kohn-Sham gap = 5.2937 eV
E = -5378.54075 Eh

Element x y z (Å)
C  -7.3397  -11.8512  -5.9423
C  -7.0628  -13.2672  -5.6965
O  -7.3365  -13.8722  -4.7472
N  -6.5530  -14.0880  -6.8752
H  -6.5351  -15.0543  -6.5240
H  -7.2265  -14.0354  -7.6479
C  -5.1652  -13.6940  -7.3071
H  -7.9853  -11.6757  -6.8147
H  -6.4368  -11.3205  -6.2814
H  -7.7951  -11.3273  -5.1174
H  -4.8780  -14.3664  -8.1129
H  -4.4288  -13.7657  -6.5133
H  -5.2921  -12.6923  -7.7048
C  -0.3806  -8.3552  -9.9473
C  0.3823  -7.1263  -10.0462
O  0.9490  -6.5888  -9.1985
N  0.5307  -6.5371  -11.4463
H  1.4384  -6.7747  -11.8577
H  -0.2118  -6.9898  -11.9908
C  0.2576  -5.0885  -11.4929
H  0.2813  -9.2095  -10.1795
H  -1.2488  -8.4235  -10.5948
H  -0.5248  -8.5720  -8.8903
H  -0.8035  -4.9313  -11.3113
H  0.4210  -4.7520  -12.5166
H  0.8976  -4.5604  -10.8021
C  -6.5947  -10.2408  -9.5549
C  -5.1488  -9.7864  -9.5812
N  -4.6049  -9.8136  -10.9236
C  -4.4860  -8.7737  -11.8084
C  -4.0082  -9.2835  -12.9515
N  -3.7714  -10.6195  -12.7257
C  -4.1315  -10.8936  -11.5119
C  -3.1153  -11.5850  -13.6182
H  -6.9688  -10.3446  -8.5392
H  -6.7105  -11.1470  -10.1552
H  -7.2625  -9.4870  -9.9862
H  -4.6515  -10.4830  -8.9028
H  -4.9684  -8.8007  -9.1612
H  -4.6909  -7.7535  -11.5146
H  -3.7902  -8.7390  -13.8494
H  -4.0289  -11.8103  -10.9604
H  -3.8534  -12.2479  -14.0695
H  -2.5462  -12.2335  -12.9576
H  -2.4603  -11.1151  -14.3319
C  -0.7001  -15.5963  -7.9451
C  -0.5600  -16.2546  -6.5915
N  -1.2340  -15.5407  -5.4958
C  -0.8687  -14.2830  -5.0678
C  -1.7189  -14.0310  -4.0678
N  -2.5931  -15.0659  -3.9265
C  -2.2118  -16.0241  -4.7625
C  -3.6065  -15.1802  -2.8791
H  -0.3895  -16.2232  -8.7796
H  -0.2975  -14.6043  -8.1190
H  -1.7799  -15.4787  -8.1477
H  0.4843  -16.4623  -6.3569
H  -1.0033  -17.2529  -6.6494
H  -0.1245  -13.6146  -5.4930
H  -1.7763  -13.1617  -3.4297
H  -2.6796  -16.9668  -4.9798
H  -3.7825  -16.2436  -2.7778
H  -4.4820  -14.6495  -3.2330
H  -3.1799  -14.7356  -1.9914
C  -7.6636  -10.6563  -2.2333
C  -7.0108  -9.3577  -2.7016
N  -6.1139  -8.7186  -1.7607
C  -4.7959  -8.3855  -1.9657
C  -4.3824  -7.6477  -0.9199
N  -5.4786  -7.5225  -0.0795
C  -6.5319  -8.1041  -0.6390
C  -5.4967  -6.8103  1.2153
H  -8.4639  -10.9872  -2.8809
H  -7.9288  -10.5837  -1.1788
H  -6.8908  -11.4352  -2.2349
H  -7.8210  -8.6584  -2.9306
H  -6.5362  -9.4577  -3.6771
H  -4.2330  -8.5945  -2.8600
H  -3.4311  -7.1841  -0.7417
H  -7.4337  -8.2664  -0.0751
H  -5.6173  -5.7519  0.9993
H  -4.6504  -7.1173  1.8137
H  -6.3976  -7.0908  1.7611
C  3.3879  -12.7102  -3.3034
F  2.7816  -13.3763  -2.3439
F  4.4740  -12.1076  -2.8127
F  3.7948  -13.5852  -4.2008
S  2.2599  -11.4323  -4.0802
O  1.5101  -10.8535  -2.9932
O  3.1762  -10.5329  -4.7234
O  1.4624  -12.2620  -4.9893
C  0.1287  -13.0893  -10.5103
F  -0.9294  -13.8893  -10.7449
F  -0.3054  -12.1319  -9.6678
F  1.0631  -13.7740  -9.8470
S  0.8196  -12.3782  -12.0674
O  1.4810  -13.4730  -12.7266
O  -0.3197  -11.7765  -12.7687
O  1.7162  -11.3541  -11.5634
C  -1.7952  -11.0552  -6.5857
F  -1.3767  -10.1877  -7.4534
F  -2.2005  -12.2063  -7.1709
F  -0.8328  -11.3974  -5.7694
S  -3.2088  -10.3140  -5.6594
O  -4.4116  -10.2298  -6.4963
O  -3.4800  -11.3404  -4.6294
O  -2.7938  -9.0638  -5.0871
C  -2.7727  -6.4265  -7.7484
F  -2.8354  -7.7669  -7.9366
F  -3.4084  -6.1442  -6.6014
F  -1.5392  -5.9950  -7.6219
S  -3.5722  -5.6418  -9.2128
O  -4.8098  -6.3842  -9.4422
O  -3.7619  -4.2451  -8.9639
O  -2.4716  -5.9703  -10.1044

Forces on atoms 1 to 2 (eV/Å):
0.5971 1.2386 -1.6311
-1.0355 1.3506 -1.2437

Entry 2:
C48H26F15GeN5O6S2Tl | wB97M-V/def2-TZVPD

Results
net charge = +1
Kohn-Sham gap (alpha / beta) = 4.0695 / 4.0098 eV
E = -7113.45018 Eh

Element x y z (Å)
Tl  0.8072  -0.7395  2.0521
O  -3.2226  -0.5767  4.5816
C  -1.9212  -0.5246  4.3319
O  -1.2881  -1.4670  3.9212
C  -1.3355  0.8195  4.6151
C  -2.0605  1.8000  5.2900
C  -1.4779  3.0445  5.4544
C  -0.2243  3.2781  4.9093
C  0.4222  2.2340  4.2454
N  -0.1237  1.0318  4.1272
C  1.7570  2.3491  3.5660
O  2.3806  3.5189  3.6107
O  2.2659  1.4139  2.9992
H  -3.5825  -1.4483  4.3492
H  -3.0484  1.5845  5.6609
H  -2.0063  3.8321  5.9696
H  0.2131  4.2577  5.0271
H  1.8879  4.2248  4.0505
C  2.9197  -1.8126  5.0135
O  3.1106  -1.6856  3.6173
C  3.5771  -2.7393  2.9261
C  3.8571  -3.9916  3.4680
C  4.2740  -5.0324  2.6594
C  4.3866  -4.8640  1.2838
C  4.1086  -3.6422  0.7217
C  3.7510  -2.5477  1.5305
N  3.6031  -1.2984  1.0165
N  3.7658  -0.9680  -0.1375
C  3.5129  -0.1300  -1.0704
C  2.4140  0.8689  -0.9520
O  1.5938  0.8502  -0.0443
C  2.4143  1.8854  -1.9809
C  3.1111  1.7628  -3.1286
C  3.9962  0.6634  -3.3679
C  4.6229  0.4748  -4.6051
C  5.5354  -0.5444  -4.7799
C  5.8507  -1.3797  -3.7122
C  5.2192  -1.2268  -2.4954
C  4.2691  -0.2203  -2.3051
H  3.8539  -2.0705  5.5188
H  2.1560  -2.5594  5.2440
H  2.5827  -0.8353  5.3482
H  3.7451  -4.1612  4.5257
H  4.5095  -5.9865  3.1031
H  4.6964  -5.6869  0.6585
H  4.1859  -3.4847  -0.3420
H  1.7597  2.7245  -1.7904
H  3.0237  2.5067  -3.9068
H  4.3821  1.1372  -5.4236
H  6.0243  -0.6837  -5.7321
H  6.5849  -2.1608  -3.8385
H  5.4516  -1.8886  -1.6748
F  -0.6005  4.0760  1.5897
C  -1.4715  4.7495  0.8187
C  -2.2542  4.0509  -0.0774
C  -3.1303  4.7789  -0.8598
F  -3.8875  4.1087  -1.7390
C  -3.2364  6.1598  -0.7694
F  -4.0812  6.8321  -1.5478
C  -2.4419  6.8408  0.1511
F  -2.5386  8.1612  0.2673
C  -1.5538  6.1301  0.9517
F  -0.7838  6.7637  1.8438
Ge  -2.1732  2.0567  -0.2482
S  -1.7310  1.0118  1.5611
C  -1.1134  1.6971  -1.9173
C  -0.8005  0.3799  -2.1890
F  -1.1956  -0.5448  -1.3124
C  -0.1232  -0.0099  -3.3335
F  0.1400  -1.3035  -3.5712
C  0.2837  0.9625  -4.2392
F  0.9573  0.6192  -5.3374
C  0.0022  2.2993  -3.9820
F  0.4242  3.2431  -4.8250
C  -0.6860  2.6457  -2.8235
F  -0.9146  3.9407  -2.5765
C  -4.0439  1.4386  -0.6276
C  -4.4181  0.4563  -1.5228
F  -3.5163  -0.0055  -2.4018
C  -5.7034  -0.0728  -1.5499
F  -6.0112  -1.0538  -2.4031
C  -6.6635  0.4112  -0.6686
F  -7.9026  -0.0742  -0.7011
C  -6.3142  1.4057  0.2437
F  -7.2188  1.8725  1.1028
C  -5.0119  1.8837  0.2535
F  -4.6481  2.8209  1.1476
C  -1.2176  -5.2323  -4.1281
C  -1.2662  -4.4821  -2.8484
C  -2.4034  -4.2569  -2.1179
C  -2.2887  -3.5757  -0.8830
N  -1.1280  -3.1643  -0.4293
C  -0.0357  -3.3324  -1.1619
S  1.4403  -2.7416  -0.6956
N  -0.1047  -4.0056  -2.3598
C  -3.4754  -3.2887  -0.0348
H  -2.2010  -5.6083  -4.3893
H  -0.5301  -6.0728  -4.0398
H  -0.8543  -4.5903  -4.9291
H  -3.3575  -4.5947  -2.4825
H  0.7550  -4.0946  -2.8894
H  -4.3847  -3.7159  -0.4491
H  -3.5757  -2.2077  0.0594
H  -3.3064  -3.6775  0.9672

Forces on atoms 1 to 2 (eV/Å):
-0.7834 0.2329 -0.1925
-0.4805 0.1567 0.2164

Entry 3:
CH2N4 | wB97M-V/def2-TZVPD

Results
Kohn-Sham gap = 12.3250 eV
E = -258.29067 Eh
SMILES = c1nn[nH]n1

Element x y z (Å)
C  -1.0232  -0.0750  -0.0051
H  -2.0725  -0.3162  0.0090
H  1.9408  -0.6060  0.0265
N  -0.5204  1.1822  -0.0041
N  0.7703  1.0585  -0.0090
N  0.9954  -0.2428  -0.0069
N  -0.0905  -1.0008  -0.0104

Forces on atoms 1 to 2 (eV/Å):
-0.2755 0.0546 0.0069
0.0185 0.1294 -0.0391

Entry 4:
C15H41O18 | wB97M-V/def2-TZVPD

Results
net charge = -1
Kohn-Sham gap = 8.2088 eV
E = -1950.56214 Eh

Element x y z (Å)
C  0.0374  0.4606  0.3407
C  1.3341  -0.3269  0.1720
O  2.3057  0.3869  -0.5212
H  -0.6772  -0.0968  0.9637
H  -0.5205  0.5864  -0.5968
H  0.2749  1.4592  0.7091
H  1.1376  -1.2801  -0.3498
H  1.6646  -0.5701  1.2030
C  2.2440  -3.9198  2.0497
C  0.8504  -3.5378  2.5447
O  0.0000  -3.9087  1.4591
C  0.6471  -4.8616  0.7254
O  0.1267  -5.4620  -0.1607
O  1.9315  -4.9248  1.0659
H  2.8058  -4.3890  2.8523
H  2.7540  -3.1064  1.5365
H  0.8072  -2.4770  2.7918
H  0.5196  -4.0861  3.4302
C  -2.9593  -2.2742  0.8590
C  -2.8377  -2.0874  -0.6675
O  -3.2633  -0.7523  -0.9074
C  -3.5164  -0.1361  0.2765
O  -3.9473  0.9657  0.3839
O  -3.3065  -0.9676  1.3073
H  -2.0415  -2.6621  1.2912
H  -3.7872  -2.9474  1.0755
H  -3.5010  -2.7996  -1.1586
H  -1.8292  -2.2419  -1.0476
C  -2.1115  0.7894  3.9228
C  -2.4368  2.0815  3.1545
O  -2.3943  3.1018  4.1381
C  -2.3802  2.5489  5.3607
O  -2.4946  3.1545  6.3805
O  -2.2150  1.2083  5.2908
H  -1.1026  0.4596  3.6802
H  -2.8583  0.0313  3.7133
H  -3.4212  1.9981  2.6934
H  -1.7144  2.2695  2.3635
O  4.4062  -1.2414  0.8569
H  4.8571  -1.7517  0.1795
H  3.6805  -0.7813  0.3895
O  3.3070  2.3404  1.4416
H  2.3770  2.4605  1.6502
H  3.3047  1.5759  0.8374
O  4.5979  2.0373  -1.3976
H  4.0008  1.3745  -1.0173
H  5.1179  1.5363  -2.0323
O  0.8390  2.8065  -1.8467
H  1.1687  1.9567  -1.5064
H  1.6014  3.3924  -1.8028
O  3.0638  -0.0610  -3.1834
H  2.7611  0.0404  -2.2613
H  2.2727  0.1813  -3.6856
O  2.8209  -3.0328  -1.5512
H  3.6661  -3.1910  -1.1237
H  2.7280  -2.0693  -1.5534
C  -0.2696  -0.9324  -3.3480
C  -0.3459  0.4232  -4.0184
O  0.7777  0.6501  -4.8657
H  -0.7420  -0.9143  -2.3653
H  0.7587  -1.2490  -3.1673
H  -0.7234  -1.7232  -3.9498
H  -0.3915  1.1731  -3.2135
H  -1.2898  0.5960  -4.5482
H  0.6330  1.4951  -5.3004
C  -2.1514  3.7355  -0.2163
C  -2.4453  3.2453  -1.6246
O  -1.6110  3.8545  -2.6156
H  -2.5070  4.7600  -0.1109
H  -1.1190  3.5758  0.0948
H  -2.7264  3.1216  0.4829
H  -3.5052  3.3920  -1.8341
H  -2.2492  2.1682  -1.6971
H  -0.7881  3.3688  -2.4213

Forces on atoms 1 to 2 (eV/Å):
-0.5030 -0.4440 -0.5088
0.2377 0.3408 -0.2729